# 1
Density functional theory data (ωB97M-V/def2-TZVPD) for 2 unconnected molecules or ions with the total composition C2H4N3O in a non-equilibrium geometry.

Values from the calculation:
Gap between HOMO and LUMO ... 11.21 eV
Charge ... +1
Relative energy (zero: lowest compared OMol25 entry of this formula, charge and spin) ... 21.8 kcal per mole

Last column: natural (NBO) charge in e.
Geometry (Å):
C: -0.47990 -0.91736 0.31911  0.791
C: 0.81394 1.59000 -0.52477  0.889
N: -0.03944 1.24930 0.28577  -0.861
N: -1.65119 -1.04258 0.41672  -0.509
N: 0.72351 -1.18587 0.04882  -0.812
O: 1.47833 1.75254 -1.44982  -0.400
H: -0.70617 1.91676 0.69462  0.458
H: -2.65010 -0.91105 0.42135  0.493
H: 1.44459 -0.50756 0.40670  0.463
H: 1.06644 -1.94418 -0.61850  0.489

# 2
Density functional theory data (ωB97M-V/def2-TZVPD) for a gas-phase ion, C2H4N3OS (charge +1) in a non-equilibrium geometry.

Values from the calculation:
Gap between HOMO and LUMO ... 8.00 eV
Charge ... +1
Relative energy (zero: lowest compared OMol25 entry of this formula, charge and spin) ... 84.4 kcal per mole
SMILES string ... [NH3+][C@@H]1ON=NC1=S

Last column: natural (NBO) charge in e.
Geometry (Å):
N: -1.25632 -0.27055 -0.35645  -0.719
C: -0.08296 0.02064 0.58523  0.095
O: 0.12378 1.43214 0.47999  -0.359
N: 1.26684 1.76055 -0.21224  0.193
N: 2.02692 0.88566 -0.43977  -0.085
C: 1.20768 -0.57396 0.11524  -0.189
S: 1.78350 -2.04213 0.20600  0.382
H: -1.11655 -0.05396 -1.41859  0.472
H: -2.06451 0.32556 -0.16626  0.463
H: -1.65191 -1.26681 -0.42645  0.469
H: -0.23647 -0.21714 1.63330  0.278